[1]
Computed, not measured: C19H29O2PS5Yb as an isolated structure at a distorted geometry, with the ωB97M-V functional and the def2-TZVPD basis.

<S²>: 0.76
Electronic energy (eV): -119260.6165
Multiplicity: 2
M (g mol⁻¹): 653.788
Lowest unoccupied orbital energy (alpha / beta) (eV): -3.61 / -6.31
Gap between HOMO and LUMO (alpha / beta) (eV): 5.5 / 2.8
Charge: +1
Energy above the lowest of the compared OMol25 structures with the same formula, charge and spin (kcal/mol): 7.8

CARTESIAN COORDINATES (ANGSTROEM)
Yb 0.115 -0.196 -0.207
C -1.123 -3.262 1.813
C 0.159 -2.641 1.331
C 0.655 -2.930 0.054
C 1.902 -2.451 -0.360
C 2.561 -2.984 -1.601
C 2.611 -1.599 0.495
C 2.162 -1.335 1.794
C 3.038 -0.583 2.752
C 0.938 -1.865 2.195
H -0.895 -4.122 2.446
H -1.739 -3.603 0.983
H -1.703 -2.556 2.406
H 0.124 -3.636 -0.573
H 1.831 -3.348 -2.323
H 3.191 -3.830 -1.322
H 3.201 -2.238 -2.070
H 3.598 -1.265 0.192
H 3.828 -1.240 3.120
H 2.470 -0.225 3.609
H 3.519 0.267 2.268
H 0.607 -1.726 3.217
S -5.593 4.314 -0.830
C -4.317 3.274 -0.768
S -2.723 3.696 -1.288
C -1.960 2.144 -1.007
C -2.771 1.174 -0.514
S -2.391 -0.460 -0.038
S -4.439 1.634 -0.241
S -0.265 2.081 -1.409
C 0.345 3.783 1.659
P -0.158 2.203 2.364
C 0.544 2.114 4.025
C -1.951 2.244 2.565
O 0.323 1.004 1.567
H -0.055 4.591 2.275
H -0.032 3.869 0.643
H 1.433 3.845 1.638
H 0.194 2.944 4.640
H 1.630 2.152 3.949
H 0.240 1.173 4.482
H -2.207 2.832 3.447
H -2.334 1.230 2.671
H -2.401 2.710 1.691
C 0.430 -0.109 -4.737
C -0.908 -0.846 -4.707
C -1.277 -0.726 -3.242
O -0.028 -0.887 -2.522
C 1.059 -0.537 -3.417
H 0.270 0.969 -4.754
H 1.055 -0.388 -5.583
H -0.788 -1.892 -4.993
H -1.657 -0.390 -5.352
H -1.968 -1.483 -2.882
H -1.680 0.267 -3.034
H 1.679 -1.421 -3.553
H 1.651 0.261 -2.961

Here are the Löwdin charges for atoms 1 to 5, given in e: Yb 0.916; C -0.050; C -0.313; C -0.063; C -0.308

[2]
Computed, not measured: a 4-piece molecular cluster, CH11N3O3 overall at a distorted geometry, with the ωB97M-V functional and the def2-TZVPD basis.

Electronic energy (eV): -11828.0483
Multiplicity: 1
M (g mol⁻¹): 113.117
Lowest unoccupied orbital energy (eV): 0.39
Gap between HOMO and LUMO (eV): 9.1
Charge: 0
SMILES: N=C(N)N.O.O.O
Energy above the lowest of the compared OMol25 structures with the same formula, charge and spin (kcal/mol): 30.1

CARTESIAN COORDINATES (ANGSTROEM)
N -0.265 -2.348 0.362
C 0.155 -1.178 -0.029
N 1.274 -0.985 -0.854
N -0.490 -0.045 0.395
H -0.212 -2.926 -0.476
H 1.190 -0.235 -1.531
H 1.498 -1.892 -1.251
H -1.360 -0.364 0.803
H 0.148 0.693 0.659
O 0.207 3.026 -2.853
H -0.251 2.757 -3.624
H -0.195 2.454 -2.198
O -2.420 -1.470 2.671
H -2.705 -2.384 2.641
H -1.552 -1.384 2.996
O 1.579 2.088 0.457
H 1.452 2.561 -0.370
H 2.513 2.187 0.565

Here are the Löwdin charges for atoms 1 to 5, given in e: N 0.062; C -0.638; N 0.108; N 0.130; H 0.019

[3]
Computed, not measured: C4H50BO33 as an isolated structure at a distorted geometry, with the ωB97M-V functional and the def2-TZVPD basis.

Electronic energy (eV): -73211.2028
Multiplicity: 1
M (g mol⁻¹): 637.223
Lowest unoccupied orbital energy (eV): 1.01
Gap between HOMO and LUMO (eV): 7.2
Charge: -1
Energy above the lowest of the compared OMol25 structures with the same formula, charge and spin (kcal/mol): 10.3

CARTESIAN COORDINATES (ANGSTROEM)
O -1.715 1.174 -2.829
C -1.319 1.131 -1.651
O -1.297 0.115 -1.016
B -0.224 0.223 0.023
O 0.249 1.566 -0.085
C -0.317 2.023 -1.138
O 0.201 2.942 -1.826
O 0.799 -0.779 -0.078
C 0.873 -1.410 0.950
O 1.498 -2.431 1.129
C -0.037 -0.927 1.853
O -0.763 -0.026 1.338
O -0.147 -1.242 3.023
O -3.722 0.347 1.170
H -4.655 0.465 1.095
H -3.575 -0.491 0.777
O 1.022 3.814 1.289
H 0.727 3.299 0.593
H 0.697 3.332 2.084
O 3.247 2.312 -0.544
H 2.822 2.004 0.267
H 4.164 2.510 -0.384
O -4.513 -0.229 -2.035
H -4.214 0.574 -1.585
H -3.945 -0.941 -1.719
O 2.483 1.085 1.964
H 2.437 1.874 2.508
H 2.663 0.330 2.588
O 0.301 1.139 -5.171
H 0.456 1.885 -4.607
H 0.121 0.395 -4.634
O -2.374 2.618 1.163
H -2.676 1.692 1.115
H -1.553 2.622 1.601
O 3.456 -4.733 1.156
H 2.683 -4.614 0.569
H 4.052 -5.099 0.445
O 1.613 -3.790 3.397
H 1.655 -3.222 2.596
H 2.207 -3.351 3.992
O 2.560 0.297 -2.186
H 2.507 1.036 -1.616
H 2.723 -0.542 -1.672
O 3.340 -2.455 -1.110
H 3.602 -2.214 -0.240
H 2.444 -2.806 -0.999
O 1.225 -4.878 -0.453
H 0.766 -4.121 -0.801
H 0.614 -5.552 -0.158
O 2.348 4.613 -1.797
H 1.398 4.642 -1.550
H 2.654 3.816 -1.480
O 0.529 -1.012 -3.283
H -0.024 -1.262 -2.570
H 1.191 -0.421 -2.912
O -0.438 -4.931 2.228
H -0.445 -5.813 2.597
H 0.282 -4.471 2.703
O -2.722 -0.286 -4.741
H -2.415 0.344 -4.017
H -3.263 0.211 -5.340
O 2.380 2.772 -3.667
H 2.985 3.051 -4.357
H 2.133 3.558 -3.166
O -2.218 -1.726 4.743
H -2.963 -1.160 4.808
H -1.697 -1.312 4.026
O 0.786 0.665 4.775
H 0.262 0.547 5.591
H 0.616 -0.111 4.278
O -2.539 -3.036 2.269
H -1.771 -3.595 2.351
H -2.588 -2.589 3.118
O -3.915 2.653 -1.113
H -4.634 3.225 -0.837
H -3.250 2.792 -0.422
O 0.258 -2.139 5.714
H -0.711 -2.251 5.574
H 0.511 -2.150 4.803
O -0.540 -2.982 -1.468
H -1.147 -2.782 -2.180
H -1.053 -3.299 -0.754
O -0.426 3.475 -4.248
H 0.161 4.268 -4.282
H -0.419 3.417 -3.296
O -0.532 5.542 -0.988
H -1.319 5.027 -1.174
H -0.607 5.776 -0.071

Here are the Löwdin charges for atoms 1 to 5, given in e: O 0.144; C -0.465; O 0.310; B -0.895; O 0.260

[4]
Computed, not measured: C35H31F2N6OPtS2 as an isolated structure at a distorted geometry, with the ωB97M-V functional and the def2-TZVPD basis.

<S²>: 0.79
Electronic energy (eV): -78136.4644
Multiplicity: 2
M (g mol⁻¹): 848.882
Lowest unoccupied orbital energy (alpha / beta) (eV): -0.04 / -0.21
Gap between HOMO and LUMO (alpha / beta) (eV): 5.8 / 7.2
Charge: 0
Energy above the lowest of the compared OMol25 structures with the same formula, charge and spin (kcal/mol): 26.9

CARTESIAN COORDINATES (ANGSTROEM)
Pt -0.147 -0.117 -0.703
F 2.132 1.287 3.995
C 2.354 0.934 2.709
C 1.285 0.716 1.870
C 1.483 0.314 0.549
C 2.815 0.205 0.057
C 3.849 0.424 0.976
F 5.149 0.303 0.605
C 3.659 0.773 2.296
C 3.078 -0.074 -1.390
C 4.347 -0.218 -1.971
C 4.444 -0.428 -3.334
C 3.294 -0.503 -4.109
C 2.083 -0.365 -3.461
N 1.985 -0.156 -2.158
H 0.283 0.850 2.256
H 4.497 0.915 2.961
H 5.238 -0.170 -1.374
H 5.420 -0.530 -3.791
H 3.336 -0.659 -5.178
H 1.144 -0.420 -4.005
C -0.881 1.575 -0.093
C -1.290 2.704 0.125
C -1.762 3.993 0.353
C -3.096 4.307 -0.169
C -4.083 3.312 -0.183
C -5.322 3.546 -0.751
C -5.607 4.775 -1.333
C -4.635 5.765 -1.339
C -3.397 5.538 -0.763
C -0.883 4.980 0.954
C -1.364 6.193 1.474
C -0.496 7.136 1.995
C 0.871 6.892 2.030
C 1.357 5.674 1.568
C 0.496 4.729 1.045
H -3.855 2.350 0.258
H -6.070 2.763 -0.745
H -6.574 4.956 -1.784
H -4.837 6.720 -1.809
H -2.637 6.307 -0.810
H -2.428 6.380 1.494
H -0.890 8.066 2.385
H 1.549 7.638 2.421
H 2.417 5.461 1.615
H 0.876 3.781 0.684
C -4.252 -2.766 2.554
N -2.807 -2.618 2.588
C -2.068 -3.080 3.628
C -0.723 -2.989 3.619
C -0.138 -2.390 2.460
N -0.852 -1.858 1.483
C -2.201 -1.969 1.501
O -2.943 -1.551 0.612
N 1.202 -2.399 2.322
H -4.585 -3.162 3.511
H -4.542 -3.449 1.755
H -4.719 -1.802 2.363
H -2.618 -3.521 4.447
H -0.123 -3.371 4.428
H 1.788 -2.571 3.118
H 1.590 -1.870 1.553
S -2.497 0.467 -3.131
C -1.327 0.189 -2.180
C -3.495 -3.080 -2.590
N -2.254 -2.826 -1.905
C -1.048 -3.114 -2.388
S 0.370 -2.695 -1.552
N -1.004 -3.783 -3.553
C 0.214 -4.192 -4.222
H -4.303 -2.727 -1.954
H -3.648 -4.149 -2.767
H -3.556 -2.549 -3.545
H -2.287 -2.231 -1.075
H -1.874 -4.106 -3.941
H 1.006 -3.490 -3.972
H 0.044 -4.182 -5.298
H 0.529 -5.191 -3.915

Here are the Löwdin charges for atoms 1 to 5, given in e: Pt 0.968; F 0.058; C -0.283; C -0.099; C -0.270

[5]
Computed, not measured: C11H29Cl2CuOSi3 as an isolated structure, with the ωB97M-V functional and the def2-TZVPD basis.

<S²>: 0.76
Electronic energy (eV): -107239.5654
Multiplicity: 2
M (g mol⁻¹): 396.062
Lowest unoccupied orbital energy (alpha / beta) (eV): -2.87 / -5.00
Gap between HOMO and LUMO (alpha / beta) (eV): 9.0 / 7.9
Charge: +1

CARTESIAN COORDINATES (ANGSTROEM)
Cu 0.134 0.109 -0.056
C -2.793 1.352 -0.101
O -1.788 0.451 0.383
Si -1.827 -0.373 1.888
C -3.315 -1.459 1.979
C -1.950 0.930 3.192
C -0.182 -1.211 1.635
Si -0.236 -2.797 0.617
C -1.130 -2.469 -1.004
C -1.120 -4.101 1.607
C 1.439 -3.465 0.149
Si 1.161 -0.880 2.913
C 0.530 -1.503 4.553
C 2.763 -1.768 2.563
C 1.536 0.958 3.004
H -3.749 0.834 -0.174
H -2.501 1.693 -1.091
H -2.885 2.211 0.564
H -4.219 -0.846 2.008
H -3.294 -2.039 2.905
H -3.396 -2.156 1.148
H -2.977 1.304 3.235
H -1.288 1.770 2.986
H -1.711 0.547 4.185
H -2.150 -2.108 -0.873
H -1.172 -3.392 -1.587
H -0.609 -1.737 -1.634
H -2.157 -3.848 1.824
H -0.607 -4.277 2.555
H -1.111 -5.040 1.047
H 2.098 -2.721 -0.300
H 1.283 -4.254 -0.592
H 1.961 -3.911 0.995
H 0.357 -2.581 4.519
H -0.399 -1.022 4.862
H 1.277 -1.311 5.327
H 2.674 -2.844 2.711
H 3.510 -1.402 3.271
H 3.158 -1.605 1.559
H 0.904 1.464 3.734
H 1.405 1.471 2.046
H 2.574 1.108 3.309
Cl 2.483 0.275 -0.570
C 2.173 1.008 -2.170
Cl 0.445 1.380 -2.310
H 2.438 0.285 -2.932
H 2.745 1.924 -2.243

Here are the Löwdin charges for atoms 1 to 5, given in e: Cu 0.130; C -0.069; O -0.361; Si 0.371; C -0.141

[6]
Computed, not measured: a 2-piece molecular cluster, C4H7N4O overall at a distorted geometry, with the ωB97M-V functional and the def2-TZVPD basis.

Electronic energy (eV): -12258.1169
Multiplicity: 1
M (g mol⁻¹): 127.127
Lowest unoccupied orbital energy (eV): -4.17
Gap between HOMO and LUMO (eV): 10.3
Charge: +1
Energy above the lowest of the compared OMol25 structures with the same formula, charge and spin (kcal/mol): 82.1

CARTESIAN COORDINATES (ANGSTROEM)
C 1.115 0.500 -1.452
C -0.095 -0.588 0.853
C -1.909 0.513 -0.247
C 1.794 -0.423 -0.740
N 0.683 1.391 -2.046
N 2.688 -1.068 -0.345
N -1.041 -0.709 -0.039
N 0.155 0.617 1.290
O 3.516 -1.670 0.217
H -2.792 0.448 0.347
H -1.531 1.481 -0.392
H -2.518 0.312 -1.181
H 0.571 -1.354 1.155
H -1.204 -1.620 -0.395
H 0.876 0.702 1.966
H -0.308 1.469 1.009

Here are the Löwdin charges for atoms 1 to 5, given in e: C -0.209; C -0.199; C -0.016; C -0.037; N 0.232

[7]
Computed, not measured: one molecule with the formula C3H3F2N at a distorted geometry, with the ωB97M-V functional and the def2-TZVPD basis.

Electronic energy (eV): -10083.2861
Multiplicity: 1
M (g mol⁻¹): 91.060
Lowest unoccupied orbital energy (eV): 0.38
Gap between HOMO and LUMO (eV): 12.5
Charge: 0
SMILES: N#C[C@@H](F)CF
Energy above the lowest of the compared OMol25 structures with the same formula, charge and spin (kcal/mol): 22.7

CARTESIAN COORDINATES (ANGSTROEM)
N -2.613 -0.463 -0.057
C -1.443 -0.444 0.070
C -0.105 0.203 -0.292
F -0.063 1.449 0.166
C 1.008 -0.657 0.328
F 2.251 -0.272 -0.191
H 0.020 0.203 -1.405
H 1.000 -0.521 1.423
H 0.817 -1.638 -0.027

Here are the Löwdin charges for atoms 1 to 5, given in e: N 0.163; C -0.111; C -0.349; F 0.060; C -0.139

[8]
Computed, not measured: an isolated ion of composition C2N3O3 and charge -1 at a distorted geometry, with the ωB97M-V functional and the def2-TZVPD basis.

Electronic energy (eV): -12683.0154
Multiplicity: 1
M (g mol⁻¹): 114.040
Lowest unoccupied orbital energy (alpha / beta) (eV): 3.73 / 3.73
Gap between HOMO and LUMO (alpha / beta) (eV): 8.4 / 8.4
Charge: -1
Energy above the lowest of the compared OMol25 structures with the same formula, charge and spin (kcal/mol): 83.3

CARTESIAN COORDINATES (ANGSTROEM)
C 0.668 0.575 0.372
C -2.079 -0.099 0.040
N 1.857 0.879 0.584
N 2.173 -1.071 -0.763
N -0.310 0.033 -0.014
O -2.471 -0.733 0.970
O -2.539 0.547 -0.857
O 2.700 -0.131 -0.331

Here are the Löwdin charges for atoms 1 to 5, given in e: C -0.449; C -0.691; N -0.008; N 0.071; N 0.198

[9]
Computed, not measured: C24H31AsBaF6N4O5SSi as an isolated structure at a distorted geometry, with the ωB97M-V functional and the def2-TZVPD basis.

<S²>: 0.75
Electronic energy (eV): -138151.1943
Multiplicity: 2
M (g mol⁻¹): 841.926
Lowest unoccupied orbital energy (alpha / beta) (eV): 2.08 / -0.95
Gap between HOMO and LUMO (alpha / beta) (eV): 7.5 / 4.4
Charge: -1
Energy above the lowest of the compared OMol25 structures with the same formula, charge and spin (kcal/mol): 61.3

CARTESIAN COORDINATES (ANGSTROEM)
Ba -2.165 1.442 -0.956
F -1.795 0.885 -3.222
As -2.635 2.351 -3.766
F -3.426 3.789 -4.171
F -3.369 1.462 -5.004
F -3.936 1.917 -2.684
F -1.297 2.706 -4.746
F -1.802 3.193 -2.447
C 0.080 -4.489 -0.952
C 1.451 -4.239 -1.562
C 1.435 -4.512 -3.055
C 2.509 -5.084 -0.863
O 1.851 -2.857 -1.417
Si 1.597 -1.727 -0.280
S -0.410 -0.993 -0.455
O 1.747 -2.344 1.214
C 1.960 -1.690 2.490
C 3.453 -1.443 2.656
C 1.182 -0.379 2.543
C 1.453 -2.661 3.540
O 2.665 -0.526 -0.466
C 3.198 0.157 -1.620
C 3.776 1.456 -1.095
C 4.281 -0.717 -2.235
C 2.085 0.431 -2.624
H -0.202 -5.531 -1.114
H -0.678 -3.853 -1.410
H 0.084 -4.295 0.125
H 1.183 -5.557 -3.246
H 2.417 -4.301 -3.486
H 0.694 -3.878 -3.547
H 2.252 -6.144 -0.929
H 2.575 -4.801 0.191
H 3.486 -4.927 -1.327
H 3.819 -0.805 1.849
H 3.995 -2.391 2.626
H 3.652 -0.952 3.611
H 1.549 0.341 1.805
H 1.274 0.077 3.530
H 0.118 -0.560 2.354
H 1.977 -3.616 3.454
H 0.383 -2.838 3.407
H 1.619 -2.257 4.541
H 4.558 1.248 -0.360
H 2.997 2.051 -0.613
H 4.210 2.037 -1.913
H 5.082 -0.883 -1.511
H 4.701 -0.232 -3.119
H 3.868 -1.685 -2.525
H 1.295 1.025 -2.164
H 1.651 -0.505 -2.993
H 2.475 0.983 -3.481
N -3.802 -0.054 0.074
C -4.834 -0.580 0.193
C -6.049 -1.249 0.329
C -6.186 -2.559 -0.218
N -6.291 -3.619 -0.667
C -7.127 -0.649 1.045
N -8.001 -0.165 1.626
O 0.539 3.231 2.124
C -0.596 3.507 1.812
N -1.365 2.854 0.852
C -2.568 3.481 0.771
O -3.480 3.147 -0.010
C -2.633 4.624 1.750
C -3.629 5.528 2.041
C -3.364 6.467 3.038
C -2.138 6.481 3.700
C -1.139 5.559 3.384
C -1.418 4.638 2.399
H -4.576 5.505 1.515
H -4.120 7.195 3.304
H -1.962 7.218 4.475
H -0.180 5.562 3.888

Here are the Löwdin charges for atoms 1 to 5, given in e: Ba 2.070; F -0.464; As 0.637; F -0.194; F -0.199